--- i ---
{"formula": "C2H10O4", "method": "ωB97M-V/def2-TZVPD", "smiles": "C=CO.O.O.O", "homo_energy_ha": -0.337, "symbols": ["C", "C", "O", "H", "H", "H", "H", "H", "H", "O", "H", "H", "O", "H", "H", "O"], "xyz": [[1.304, -1.648, 2.827], [0.539, -0.511, 3.042], [-0.549, -0.556, 3.940], [2.333, -1.508, 2.554], [0.733, -2.579, 2.843], [0.733, 0.512, 2.922], [-1.066, 0.217, 3.778], [-1.994, 0.227, 1.179], [-1.421, -0.121, -0.292], [-1.819, 0.571, 0.267], [-1.284, 1.871, -3.764], [0.222, 2.116, -3.659], [-0.658, 2.551, -4.041], [1.766, 0.023, -4.408], [2.206, -1.393, -4.018], [1.365, -0.867, -4.209]], "nbo_charge": [-0.514, 0.138, -0.690, 0.216, 0.219, 0.164, 0.465, 0.474, 0.480, -0.954, 0.468, 0.460, -0.928, 0.465, 0.471, -0.936]}

--- ii ---
{"formula": "C2H10O4", "method": "ωB97M-V/def2-TZVPD", "smiles": "C=CO.O.O.O", "homo_energy_ha": -0.321, "symbols": ["C", "C", "O", "H", "H", "H", "H", "H", "H", "O", "H", "H", "O", "H", "H", "O"], "xyz": [[-2.673, -0.348, -0.395], [-1.372, -0.206, -0.460], [-0.458, -1.207, -0.019], [-3.217, 0.572, -0.824], [-3.267, -1.315, -0.188], [-0.958, 0.530, -1.101], [0.401, -0.955, -0.414], [2.464, -0.297, -1.140], [2.937, -1.779, -1.412], [2.057, -1.092, -1.336], [-0.118, 0.457, 3.280], [-0.300, -0.447, 2.071], [0.287, 0.208, 2.467], [1.477, 2.530, -0.773], [1.461, 1.700, 0.621], [1.279, 1.649, -0.377]], "nbo_charge": [-0.522, 0.121, -0.736, 0.206, 0.220, 0.185, 0.511, 0.479, 0.481, -0.947, 0.465, 0.494, -0.962, 0.479, 0.504, -0.979]}

Name the most stable of them. ii.